{"formula": "C78H179ClN10O14", "method": "ωB97M-V/def2-TZVPD", "symbols": ["C", "N", "C", "C", "C", "C", "O", "H", "H", "H", "H", "H", "H", "H", "H", "H", "H", "H", "H", "H", "H", "C", "N", "C", "C", "C", "C", "O", "H", "H", "H", "H", "H", "H", "H", "H", "H", "H", "H", "H", "H", "H", "C", "N", "C", "C", "C", "C", "O", "H", "H", "H", "H", "H", "H", "H", "H", "H", "H", "H", "H", "H", "H", "C", "N", "C", "C", "C", "C", "O", "H", "H", "H", "H", "H", "H", "H", "H", "H", "H", "H", "H", "H", "H", "C", "C", "C", "N", "C", "C", "C", "C", "C", "H", "H", "H", "H", "H", "H", "H", "H", "H", "H", "H", "H", "H", "H", "H", "H", "H", "H", "C", "C", "C", "N", "C", "C", "C", "C", "C", "H", "H", "H", "H", "H", "H", "H", "H", "H", "H", "H", "H", "H", "H", "H", "H", "H", "H", "C", "C", "C", "N", "C", "C", "C", "C", "C", "H", "H", "H", "H", "H", "H", "H", "H", "H", "H", "H", "H", "H", "H", "H", "H", "H", "H", "C", "C", "C", "N", "C", "C", "C", "C", "C", "H", "H", "H", "H", "H", "H", "H", "H", "H", "H", "H", "H", "H", "H", "H", "H", "H", "H", "C", "C", "C", "N", "C", "C", "C", "C", "C", "H", "H", "H", "H", "H", "H", "H", "H", "H", "H", "H", "H", "H", "H", "H", "H", "H", "H", "C", "C", "C", "N", "C", "C", "C", "C", "C", "H", "H", "H", "H", "H", "H", "H", "H", "H", "H", "H", "H", "H", "H", "H", "H", "H", "H", "C", "C", "O", "O", "H", "H", "H", "C", "C", "O", "O", "H", "H", "H", "C", "C", "O", "O", "H", "H", "H", "C", "C", "O", "O", "H", "H", "H", "C", "C", "O", "O", "H", "H", "H", "Cl"], "positions_angstrom": [[-21.763, 10.781, 1.225], [-21.406, 12.201, 1.494], [-20.293, 12.217, 2.518], [-20.833, 12.795, 0.272], [-22.547, 12.907, 2.141], [-22.434, 14.433, 2.063], [-21.234, 14.937, 2.593], [-22.289, 10.806, 0.280], [-22.322, 10.418, 2.062], [-20.861, 10.166, 1.138], [-19.462, 11.518, 2.118], [-20.733, 11.844, 3.423], [-20.040, 13.269, 2.721], [-20.452, 13.743, 0.563], [-21.580, 12.854, -0.578], [-20.008, 12.146, -0.008], [-22.641, 12.568, 3.215], [-23.504, 12.670, 1.608], [-23.194, 14.845, 2.646], [-22.610, 14.768, 1.041], [-21.102, 15.806, 2.113], [-32.224, 13.654, 3.568], [-32.523, 14.894, 4.370], [-33.838, 15.369, 3.974], [-32.325, 14.545, 5.789], [-31.571, 16.028, 4.045], [-31.978, 17.516, 4.513], [-32.983, 18.157, 3.695], [-31.709, 13.905, 2.658], [-33.059, 12.990, 3.262], [-31.536, 13.098, 4.219], [-34.602, 14.624, 4.072], [-33.865, 15.597, 2.938], [-34.097, 16.288, 4.519], [-31.268, 14.330, 5.942], [-32.977, 13.681, 6.026], [-32.688, 15.406, 6.466], [-31.396, 15.955, 2.941], [-30.646, 15.730, 4.535], [-31.085, 18.170, 4.548], [-32.255, 17.419, 5.500], [-32.540, 18.505, 2.918], [-26.224, 12.732, -4.239], [-27.608, 13.242, -4.665], [-28.253, 12.194, -5.457], [-28.448, 13.498, -3.467], [-27.321, 14.546, -5.515], [-26.375, 15.655, -5.077], [-26.766, 16.262, -3.889], [-26.441, 11.880, -3.586], [-25.767, 13.519, -3.702], [-25.618, 12.460, -5.081], [-29.224, 12.491, -5.866], [-28.494, 11.304, -4.914], [-27.549, 11.975, -6.234], [-29.465, 13.743, -3.821], [-28.042, 14.346, -2.847], [-28.438, 12.549, -2.919], [-28.334, 15.004, -5.682], [-27.000, 14.061, -6.454], [-26.547, 16.182, -6.021], [-25.313, 15.306, -5.088], [-26.296, 15.772, -3.224], [-19.210, 13.000, 9.641], [-20.209, 12.357, 8.722], [-19.835, 12.746, 7.326], [-20.114, 10.898, 8.837], [-21.642, 12.733, 9.102], [-21.906, 14.182, 9.463], [-21.543, 15.027, 8.436], [-19.208, 14.106, 9.425], [-18.254, 12.536, 9.484], [-19.390, 12.776, 10.722], [-18.946, 12.330, 6.986], [-19.773, 13.806, 7.340], [-20.597, 12.415, 6.626], [-20.925, 10.562, 8.223], [-20.271, 10.644, 9.879], [-19.160, 10.547, 8.385], [-21.770, 12.160, 10.045], [-22.305, 12.305, 8.301], [-21.395, 14.542, 10.340], [-22.959, 14.219, 9.714], [-22.370, 15.507, 8.083], [-18.660, 18.326, 8.777], [-18.480, 18.104, 7.284], [-19.803, 18.137, 6.590], [-19.888, 17.675, 5.209], [-19.314, 16.225, 5.030], [-19.355, 18.612, 4.165], [-20.364, 19.708, 4.312], [-21.726, 19.001, 4.350], [-21.356, 17.569, 4.777], [-17.711, 18.299, 9.284], [-19.370, 17.595, 9.236], [-19.071, 19.344, 8.884], [-18.065, 17.110, 7.125], [-17.819, 18.920, 6.909], [-20.352, 19.047, 6.689], [-20.453, 17.345, 7.094], [-19.547, 15.632, 5.903], [-18.237, 16.402, 4.940], [-19.735, 15.793, 4.117], [-19.272, 18.166, 3.244], [-18.371, 18.902, 4.372], [-20.316, 20.403, 3.429], [-20.141, 20.389, 5.111], [-22.208, 18.978, 3.383], [-22.392, 19.493, 5.053], [-21.292, 16.929, 3.970], [-21.865, 17.103, 5.593], [-29.859, 13.093, 10.959], [-29.527, 11.624, 10.883], [-29.219, 11.380, 9.371], [-28.960, 9.973, 8.878], [-30.267, 9.387, 8.229], [-28.428, 9.024, 9.940], [-26.881, 9.236, 10.112], [-26.529, 9.881, 8.773], [-27.811, 9.892, 7.873], [-28.993, 13.662, 11.316], [-30.711, 13.372, 11.588], [-30.095, 13.602, 10.001], [-30.370, 11.069, 11.291], [-28.595, 11.396, 11.406], [-28.386, 11.973, 8.979], [-29.985, 11.758, 8.725], [-30.901, 9.098, 9.047], [-29.874, 8.530, 7.754], [-30.671, 10.164, 7.584], [-28.608, 8.040, 9.529], [-29.013, 9.167, 10.801], [-26.393, 8.263, 10.301], [-26.758, 9.991, 10.909], [-25.677, 9.432, 8.301], [-26.251, 10.909, 8.970], [-27.906, 8.975, 7.281], [-27.921, 10.768, 7.243], [-29.049, 20.391, -2.363], [-30.091, 21.303, -1.762], [-31.321, 20.508, -1.400], [-32.443, 21.418, -1.045], [-32.081, 22.202, 0.193], [-33.628, 20.567, -0.825], [-34.670, 20.912, -1.882], [-34.416, 22.368, -2.133], [-32.892, 22.347, -2.196], [-28.079, 20.930, -2.496], [-29.374, 20.116, -3.384], [-28.838, 19.583, -1.736], [-30.308, 22.072, -2.480], [-29.713, 21.846, -0.910], [-31.063, 19.874, -0.517], [-31.696, 19.836, -2.232], [-32.921, 22.842, 0.424], [-31.238, 22.792, -0.067], [-31.860, 21.491, 0.970], [-34.005, 20.779, 0.150], [-33.412, 19.502, -0.749], [-35.680, 20.714, -1.512], [-34.406, 20.342, -2.786], [-34.806, 22.977, -1.323], [-34.972, 22.761, -3.001], [-32.374, 23.249, -2.057], [-32.612, 21.945, -3.164], [-24.273, 20.477, 8.135], [-24.568, 19.421, 9.214], [-25.758, 18.502, 8.717], [-26.247, 17.406, 9.606], [-27.279, 16.700, 8.769], [-26.928, 17.851, 10.874], [-25.777, 18.158, 11.866], [-24.890, 16.864, 11.586], [-25.115, 16.561, 10.145], [-25.163, 21.116, 8.019], [-23.790, 19.933, 7.311], [-23.461, 21.041, 8.672], [-24.852, 19.945, 10.167], [-23.688, 18.843, 9.465], [-25.615, 18.017, 7.767], [-26.688, 19.080, 8.689], [-27.646, 15.801, 9.326], [-26.856, 16.294, 7.883], [-27.997, 17.468, 8.537], [-27.568, 17.086, 11.211], [-27.583, 18.702, 10.557], [-26.095, 18.188, 12.910], [-25.338, 19.136, 11.624], [-25.246, 16.083, 12.233], [-23.810, 17.109, 11.743], [-25.319, 15.497, 9.923], [-24.301, 16.823, 9.467], [-24.781, 19.767, 2.441], [-26.122, 19.014, 2.314], [-25.918, 17.521, 2.655], [-27.116, 16.718, 2.465], [-28.155, 17.123, 3.452], [-26.822, 15.267, 2.625], [-28.106, 14.577, 2.087], [-28.543, 15.506, 0.930], [-27.781, 16.816, 1.092], [-24.513, 20.026, 3.448], [-24.869, 20.637, 1.780], [-23.995, 19.057, 2.111], [-26.368, 19.052, 1.251], [-26.918, 19.477, 2.911], [-25.587, 17.309, 3.709], [-25.124, 17.140, 2.012], [-27.911, 16.582, 4.378], [-29.139, 16.816, 3.108], [-27.994, 18.159, 3.590], [-26.570, 15.094, 3.692], [-25.993, 14.992, 1.968], [-28.862, 14.441, 2.821], [-27.888, 13.587, 1.765], [-29.660, 15.723, 0.902], [-28.139, 15.127, -0.012], [-28.445, 17.632, 1.119], [-27.038, 17.015, 0.334], [-17.626, 24.566, -4.079], [-18.260, 23.244, -3.597], [-17.129, 22.348, -3.144], [-17.502, 20.972, -2.629], [-18.568, 21.165, -1.501], [-16.417, 20.133, -2.076], [-16.881, 18.658, -2.315], [-18.179, 18.794, -3.238], [-18.107, 20.236, -3.733], [-17.624, 25.298, -3.244], [-18.222, 24.918, -4.884], [-16.623, 24.437, -4.392], [-18.709, 22.854, -4.539], [-18.998, 23.495, -2.823], [-16.551, 22.854, -2.391], [-16.481, 22.164, -4.011], [-19.373, 21.733, -1.919], [-18.112, 21.809, -0.799], [-18.914, 20.210, -1.099], [-16.000, 20.337, -1.106], [-15.529, 20.219, -2.750], [-17.141, 18.189, -1.365], [-16.129, 18.060, -2.823], [-19.053, 18.585, -2.704], [-18.175, 18.057, -4.069], [-19.055, 20.719, -3.926], [-17.417, 20.394, -4.582], [-23.643, 15.052, 5.390], [-23.997, 16.262, 6.279], [-23.549, 16.361, 7.470], [-24.703, 17.195, 5.831], [-23.533, 14.140, 5.967], [-22.663, 15.240, 4.855], [-24.358, 14.918, 4.548], [-28.262, 11.682, 4.522], [-28.899, 12.728, 5.416], [-28.994, 12.520, 6.638], [-29.258, 13.767, 4.864], [-28.748, 11.688, 3.526], [-28.414, 10.639, 4.915], [-27.188, 11.818, 4.416], [-21.114, 18.189, -0.565], [-20.256, 18.001, 0.703], [-20.733, 17.262, 1.667], [-19.153, 18.577, 0.674], [-21.429, 19.265, -0.582], [-21.964, 17.511, -0.700], [-20.505, 18.075, -1.419], [-23.727, 15.297, -1.533], [-25.022, 14.822, -0.904], [-26.074, 14.962, -1.613], [-24.898, 14.163, 0.167], [-23.929, 16.122, -2.224], [-23.371, 14.488, -2.137], [-23.020, 15.483, -0.697], [-24.418, 11.080, 4.938], [-23.101, 11.293, 5.754], [-23.197, 11.081, 6.973], [-22.056, 11.614, 5.128], [-24.872, 10.117, 5.134], [-24.184, 11.053, 3.875], [-25.008, 11.987, 5.263], [-30.482, 18.890, 1.618]], "lowdin_charge": [0.020, -0.360, 0.012, 0.009, -0.092, -0.232, -0.137, 0.108, 0.101, 0.113, 0.142, 0.063, 0.097, 0.089, 0.135, 0.109, 0.116, 0.141, 0.079, 0.087, 0.030, 0.021, -0.361, -0.015, 0.000, -0.089, -0.193, -0.106, 0.096, 0.125, 0.091, 0.108, 0.109, 0.113, 0.080, 0.122, 0.139, 0.126, 0.097, 0.112, 0.076, -0.031, 0.041, -0.357, -0.022, 0.003, -0.076, -0.256, -0.035, 0.119, 0.063, 0.108, 0.123, 0.107, 0.102, 0.117, 0.104, 0.110, 0.154, 0.135, 0.131, 0.140, 0.005, 0.006, -0.351, 0.014, 0.001, -0.075, -0.274, -0.108, 0.120, 0.098, 0.127, 0.089, 0.064, 0.087, 0.093, 0.112, 0.131, 0.140, 0.116, 0.110, 0.116, 0.040, -0.088, -0.230, -0.168, -0.227, 0.085, -0.093, -0.140, -0.097, -0.072, 0.074, 0.087, 0.087, 0.104, 0.134, 0.128, 0.150, 0.086, 0.111, 0.088, 0.081, 0.124, 0.142, 0.105, 0.087, 0.106, 0.060, 0.096, -0.111, -0.194, -0.135, -0.236, 0.083, -0.098, -0.107, -0.133, -0.083, 0.070, 0.084, 0.081, 0.118, 0.104, 0.122, 0.090, 0.104, 0.079, 0.105, 0.130, 0.101, 0.129, 0.109, 0.108, 0.105, 0.135, 0.086, -0.084, -0.249, -0.178, -0.255, 0.048, -0.136, -0.148, -0.149, -0.071, 0.095, 0.092, 0.048, 0.104, 0.106, 0.017, 0.164, 0.115, 0.086, 0.080, 0.125, 0.138, 0.135, 0.129, 0.120, 0.139, 0.115, 0.140, -0.077, -0.205, -0.107, -0.279, 0.032, -0.097, -0.095, -0.118, -0.132, 0.089, 0.069, 0.093, 0.102, 0.105, 0.091, 0.129, 0.122, 0.094, 0.107, 0.114, 0.152, 0.121, 0.087, 0.110, 0.136, 0.140, 0.092, -0.078, -0.196, -0.145, -0.271, 0.006, -0.083, -0.125, -0.124, -0.123, 0.061, 0.082, 0.067, 0.107, 0.108, 0.129, 0.134, 0.118, 0.057, 0.068, 0.133, 0.106, 0.054, 0.103, 0.118, 0.092, -0.008, 0.127, -0.075, -0.228, -0.139, -0.277, 0.076, -0.094, -0.089, -0.103, -0.125, 0.099, 0.071, 0.066, 0.124, 0.114, 0.141, 0.141, 0.083, 0.102, 0.084, 0.137, 0.146, 0.102, 0.111, 0.054, 0.131, 0.131, 0.154, 0.026, -0.680, -0.088, -0.051, 0.068, 0.081, 0.066, -0.011, -0.773, -0.061, -0.072, 0.076, 0.078, 0.051, -0.005, -0.640, -0.103, -0.037, 0.094, 0.051, 0.022, -0.018, -0.688, -0.098, -0.059, 0.079, 0.064, 0.054, -0.019, -0.743, -0.065, -0.093, 0.065, 0.043, 0.082, -0.139], "molar_mass_g_mol": 1516.80, "total_energy_ev": -139843.8600, "orbital_gap_ev": 8.591, "total_charge": 4, "lumo_energy_ev": -5.300}